C10H24BiClI2N2P2S as an isolated structure in a non-equilibrium geometry. Source: the OMol25 dataset; level of theory: wB97M-V/def2-TZVPD.

Output
total charge = +2
Kohn-Sham gap (spin up / spin down) = 0.1654 / 0.1491 Eh
HOMO energy (spin up / spin down) = -13.17 / -13.10 eV
maximum force = 3.63 eV/A
E = -77696.306 eV
LUMO (spin up / spin down) = -8.669 / -9.044 eV

Structure (XYZ):
```
43
Properties=species:S:1:pos:R:3:forces:R:3
Bi 0.054826 -1.152818 -3.707513 -0.1 1.4 -0.5
I 0.881761 -1.574610 2.207305 -1.7 -1.5 1.3
I 0.456603 1.200478 0.885609 -0.2 3.1 -1.9
Cl 0.057149 0.731515 -5.307682 0.0 -1.2 1.2
S -0.879331 -0.025993 2.925491 1.0 -1.4 0.9
P -2.438471 -0.143215 -0.487514 -1.5 0.1 0.0
P 2.423197 -0.125298 -0.508780 2.3 0.6 -0.2
N -0.452760 0.370808 5.477522 -0.4 1.6 -1.5
N 0.055805 2.192381 4.351819 -0.6 -1.5 0.2
C -0.071511 0.816875 4.226270 -0.6 0.6 2.2
C -3.276470 1.335680 -1.194613 0.4 0.6 0.4
C -0.844398 1.452685 6.241606 0.9 -1.1 -0.4
C 3.363670 0.091744 1.088758 -0.4 -1.1 0.3
C -3.376324 0.008406 1.132884 0.5 0.4 -0.1
C -0.468925 2.570959 5.562301 0.2 0.3 -0.2
C -0.579058 -1.041462 5.824200 -0.6 0.4 -1.3
C 3.288408 1.317230 -1.264322 -0.8 0.2 -0.7
C 3.559826 -1.440735 -1.143927 -0.6 -0.4 -0.2
C -3.599491 -1.408611 -1.130475 0.0 0.1 -0.8
H -0.877372 -1.014274 6.840424 -0.4 -0.6 0.9
H -1.377899 1.269594 7.157601 0.3 0.4 0.3
H 0.623579 2.767579 3.733493 -0.6 0.0 -0.2
H -3.070691 2.210853 -0.525603 -0.1 -0.6 -0.7
H 0.396612 -1.491251 5.704414 0.1 -0.3 0.1
H -4.459002 -0.095003 0.902676 0.7 0.1 0.3
H 4.573603 -1.061195 -0.995735 -0.1 -0.3 -0.1
H -1.316321 -1.494375 5.117928 0.5 0.1 0.9
H -3.422341 -1.566473 -2.221016 -0.3 -0.1 0.8
H 4.355794 1.099282 -1.262799 0.0 0.2 0.0
H 4.421898 0.012769 0.856262 0.1 0.2 0.0
H -4.625045 -1.017843 -0.964889 0.5 -0.5 -0.3
H -3.047579 -0.784163 1.806562 -0.4 0.0 0.1
H -3.447500 -2.339068 -0.582532 -0.1 -0.1 -0.2
H 3.367797 -1.613238 -2.212098 0.2 -0.1 0.3
H 3.083598 2.230519 -0.678063 0.1 -0.4 -0.4
H -3.169626 1.010818 1.571173 -0.2 -0.7 -0.1
H 2.943774 1.458435 -2.306039 0.3 0.1 0.5
H 3.394375 -2.363880 -0.562575 0.2 0.3 -0.4
H -4.360845 1.155504 -1.224722 0.3 0.1 0.0
H 3.104835 1.038904 1.551147 0.3 0.0 0.0
H -2.902668 1.553207 -2.190053 -0.1 0.2 -0.2
H 3.081772 -0.727200 1.783756 0.9 0.9 -0.5
H -0.575154 3.603576 5.840250 0.2 0.1 0.1
```
Positions in Å, forces in eV/Å.

Atom charges from the Mulliken analysis, given in e for atoms 1 to 8: Bi 1.054; I 0.214; I -0.154; Cl -0.263; S -0.478; P 0.508; P 0.464; N 0.196